The following is a quantum chemistry calculation of 2 unconnected molecules or ions with the total composition C23H42N2O5PS at a distorted geometry, from the OMol25 dataset.

Last column: Mulliken charge in e.
CARTESIAN COORDINATES (ANGSTROEM)
C (1.207, 2.877, -0.407)  -2.844
C (0.339, 1.635, -0.272)  2.809
C (-0.504, 1.735, 1.023)  -1.643
C (0.234, 2.068, 2.320)  -1.376
C (1.322, 1.086, 2.745)  0.602
S (1.312, 0.851, 4.544)  -0.212
C (-0.688, 1.447, -1.452)  -0.472
C (-0.303, 2.043, -2.804)  -0.761
C (-1.474, 2.518, -3.674)  -0.729
C (-1.947, 1.504, -4.711)  -1.049
N (-2.404, 0.274, -4.076)  -0.012
C (-3.837, 0.030, -4.066)  -1.693
C (-4.512, 0.813, -2.968)  0.828
C (-4.562, 0.286, -1.679)  -0.189
C (-5.181, 0.964, -0.639)  -0.751
C (-5.785, 2.192, -0.884)  -0.479
C (-5.744, 2.737, -2.159)  -0.576
C (-5.104, 2.053, -3.187)  0.374
O (-5.098, 2.603, -4.459)  -0.570
O (-0.845, 0.006, -1.509)  -0.292
C (0.420, -0.452, -1.485)  0.314
O (0.878, -1.253, -2.240)  -0.597
C (1.090, 0.263, -0.316)  -0.465
P (2.890, 0.029, -0.276)  -0.227
O (3.292, -0.812, 0.893)  -0.476
H (1.912, 2.953, 0.416)  0.621
H (0.572, 3.762, -0.422)  0.341
H (1.767, 2.871, -1.339)  0.687
H (-1.218, 2.547, 0.871)  0.602
H (-1.091, 0.819, 1.110)  0.573
H (-0.531, 2.124, 3.097)  0.641
H (0.662, 3.067, 2.273)  0.344
H (2.295, 1.487, 2.476)  0.328
H (1.187, 0.106, 2.311)  -0.516
H (2.353, 0.020, 4.583)  0.110
H (-1.672, 1.830, -1.192)  0.720
H (0.274, 1.316, -3.382)  0.308
H (0.350, 2.894, -2.656)  0.530
H (-2.324, 2.782, -3.041)  0.251
H (-1.158, 3.414, -4.210)  0.343
H (-1.094, 1.259, -5.346)  0.498
H (-2.732, 1.946, -5.325)  0.353
H (-1.904, -0.523, -4.434)  0.269
H (-4.329, 0.215, -5.025)  0.350
H (-3.981, -1.026, -3.845)  0.601
H (-4.102, -0.673, -1.482)  0.328
H (-5.208, 0.542, 0.356)  0.439
H (-6.298, 2.724, -0.096)  0.410
H (-6.224, 3.684, -2.356)  0.469
H (-4.500, 3.355, -4.475)  0.327
H (0.806, -0.367, 0.525)  0.221
H (3.499, 1.290, -0.261)  0.110
H (3.198, -0.573, -1.502)  0.123
C (2.588, -2.076, 2.319)  -1.248
N (3.082, -3.492, 2.483)  0.247
C (3.924, -3.811, 1.290)  -0.850
C (1.920, -4.421, 2.526)  -0.985
C (3.960, -3.671, 3.701)  -0.613
C (3.320, -3.476, 5.057)  -0.679
O (2.831, -2.157, 5.104)  -0.419
H (2.208, -1.982, 1.305)  0.656
H (1.794, -1.886, 3.032)  0.506
H (3.411, -1.383, 2.470)  0.297
H (3.313, -3.709, 0.398)  0.331
H (4.290, -4.831, 1.377)  0.428
H (4.756, -3.113, 1.254)  0.379
H (1.280, -4.152, 3.360)  0.379
H (2.284, -5.440, 2.640)  0.360
H (1.367, -4.323, 1.596)  0.362
H (4.778, -2.964, 3.569)  0.390
H (4.355, -4.686, 3.646)  0.436
H (4.112, -3.639, 5.795)  0.422
H (2.526, -4.204, 5.251)  0.393
H (2.400, -1.929, 5.934)  0.313

Results
E_tot	-57865.9075	eV
multiplicity	1
total charge	+1
molecular weight	489.639	g mol⁻¹